Entry 1:
This record from the Open Molecules 2025 dataset describes C30H34FeN4S5 as an isolated structure. The level of theory is the ωB97M-V functional and the def2-TZVPD basis.

The geometry in ORCA input format:
```
! wB97M-V def2-TZVPD RIJCOSX def2/J DEFGRID3
* xyz 1 6
C -2.83 1.38 0.32
S 0.56 1.91 -1.45
C -2.69 2.66 -0.41
S -0.79 2.71 -5.39
C -3.82 -0.17 1.56
H 2.11 -1.15 1.96
H -0.44 5.58 -2.60
H -1.38 2.84 3.51
H 1.25 6.06 -2.36
C 4.78 0.44 2.80
H 4.65 -1.74 -2.53
H -2.05 -1.44 1.58
C 4.82 1.71 0.64
C 0.16 -2.54 -1.69
H 4.31 1.97 -0.29
C 3.63 -1.70 -2.16
N -3.98 1.05 0.94
H 2.77 3.04 1.46
C -2.12 -2.29 -1.23
H 5.83 1.37 0.39
H -0.71 -3.23 0.95
H -3.12 2.60 -1.41
H -3.27 -6.53 1.89
H -0.12 -3.48 -2.16
C 4.10 0.63 1.43
C 2.63 0.92 1.66
C 0.03 2.94 -3.91
H 4.93 2.62 1.23
H 2.68 -3.59 -2.87
C 0.86 2.47 2.23
C -2.40 -3.49 -0.35
H 3.53 0.27 -1.14
H -3.19 3.47 0.12
H -4.70 -5.96 -0.05
H -4.82 1.61 0.95
H -4.14 -4.04 -1.48
C -3.83 -5.36 0.18
H 5.85 0.28 2.67
C 1.75 -0.13 1.99
C -1.92 -4.90 1.54
C 1.50 -2.13 -1.70
N -1.93 0.42 0.50
C -1.60 -3.82 0.74
H -2.12 1.34 2.93
C 3.06 -0.66 -1.43
H -1.64 2.92 -0.51
C 0.48 0.13 2.50
C -0.22 1.97 -2.91
H -0.12 -0.69 2.87
C 0.57 5.21 -2.42
C -3.51 -4.28 -0.63
H 4.37 -0.41 3.34
S 1.14 4.27 -3.86
C -1.67 1.26 -4.99
S -1.37 0.74 -3.35
H -4.60 -0.64 2.13
C -3.03 -5.68 1.27
C 2.62 -2.65 -2.34
H -1.28 -5.15 2.39
Fe 0.12 -0.08 -0.17
H 4.17 -0.32 0.90
S -2.67 0.51 -6.02
H 0.53 3.50 2.33
H 0.63 4.63 -1.51
N -0.75 -1.78 -1.15
C 2.14 2.21 1.74
C -2.55 -0.54 1.29
H 4.64 1.33 3.42
H -2.35 -2.56 -2.27
N 1.77 -0.91 -1.13
C -1.24 1.76 3.41
H -2.80 -1.47 -0.97
C 0.03 1.45 2.67
H -1.20 1.33 4.42
*
```

- LUMO level (spin up / spin down): -2.98 / -5.41 eV
- Gap between HOMO and LUMO (spin up / spin down): 7.108 / 4.652 eV

These are the Mulliken partial charges, in e, on atoms 1 to 8: C -0.02; S -0.03; C -1.42; S -0.10; C -1.13; H 0.43; H 0.26; H 0.38

Entry 2:
This record from the Open Molecules 2025 dataset describes C30H34GeNO4S5Sc as an isolated structure in a non-equilibrium geometry. The level of theory is the ωB97M-V functional and the def2-TZVPD basis.

The geometry in ORCA input format:
```
! wB97M-V def2-TZVPD RIJCOSX def2/J DEFGRID3
* xyz -2 1
S 1.32 8.54 -2.32
O -1.93 1.03 1.91
H -0.40 1.38 -3.15
H -1.49 -2.36 -1.67
H -1.62 4.91 1.67
Ge 0.91 -1.59 0.27
C -1.25 -0.17 1.48
H 2.83 0.36 -0.87
S -1.44 3.39 -2.59
S 1.64 2.82 -1.14
H 5.73 -2.61 1.79
H 3.28 -2.96 1.76
H 2.77 -2.47 -1.86
C -0.22 4.55 -2.22
H -2.16 2.22 3.49
C -3.42 0.44 -1.17
C -2.20 -0.81 0.47
H 0.91 0.56 -2.57
C 0.66 -2.35 -1.57
O -2.20 -0.10 -0.75
H -4.17 1.21 0.72
C 0.59 -2.90 2.90
C 0.95 6.93 -2.15
S 2.03 5.75 -1.46
H 5.27 0.67 -0.91
C 0.09 0.10 0.84
H 6.73 -0.81 0.43
O -2.82 2.46 -0.19
N -0.11 0.55 -2.62
H -1.62 -3.44 -3.85
S -0.59 6.24 -2.60
C 5.66 -0.96 0.43
C -0.72 -5.16 2.00
C -0.65 -3.24 -3.41
H -3.36 3.15 1.68
H -3.71 4.26 0.31
C -3.90 1.58 -0.28
C -2.99 3.52 0.71
C 2.89 -1.36 0.41
C -0.52 -4.98 3.37
C 0.14 -3.83 3.81
C 0.50 -3.59 -4.10
C 0.40 -3.07 1.52
H -1.23 -6.05 1.64
C -0.27 -4.22 1.10
C -1.33 1.75 2.94
H 0.66 2.47 2.41
H 1.10 -2.01 3.25
C 3.47 -0.32 -0.32
H 0.44 -4.07 -5.07
H -1.35 4.65 -0.09
H -0.80 1.08 3.63
H 0.78 0.42 1.63
H -4.20 -0.34 -1.24
C 4.84 -0.13 -0.33
H 2.65 -3.56 -4.06
H -0.87 -5.72 4.08
C -0.57 -2.63 -2.17
C 3.72 -2.17 1.17
H -1.85 -1.83 0.29
H -0.40 -0.29 -3.13
H -4.78 2.08 -0.72
C 0.99 4.32 -1.66
H -1.23 -0.84 2.37
H 0.30 -3.68 4.87
H -3.21 -0.88 0.90
C -0.36 2.85 2.41
C 1.81 -2.69 -2.29
C 5.09 -1.97 1.19
C 1.74 -3.30 -3.53
H -3.21 0.85 -2.16
H -0.43 3.74 3.05
C -1.61 4.17 0.86
H -0.42 -4.36 0.04
O -0.61 3.20 1.07
Sc -0.67 1.62 -0.62
*
```

- LUMO level (spin up / spin down): 3.67 / 4.08 eV
- Gap between HOMO and LUMO (spin up / spin down): 1.438 / 3.324 eV

These are the Mulliken partial charges, in e, on atoms 1 to 8: S -0.37; O 0.26; H 0.22; H 0.13; H 0.47; Ge 1.25; C 0.62; H 0.04

Entry 3:
This record from the Open Molecules 2025 dataset describes C30H34N4O3PSTb as an isolated structure in a non-equilibrium geometry. The level of theory is the ωB97M-V functional and the def2-TZVPD basis.

The geometry in ORCA input format:
```
! wB97M-V def2-TZVPD RIJCOSX def2/J DEFGRID3
* xyz 0 7
H -0.83 -3.46 -3.64
C -4.21 3.19 -0.51
H 1.15 -0.69 4.18
H 2.15 -3.44 4.83
H -5.11 3.69 -0.18
C -0.76 -0.12 -3.03
H -5.24 1.59 -1.49
C 1.38 0.25 3.69
H 1.29 1.05 4.44
H 0.74 4.91 -4.47
C 1.37 -3.37 4.06
C -0.96 0.13 3.03
P -0.35 0.97 -1.64
H -1.63 -2.63 -5.84
C 3.08 -2.21 2.63
C -0.94 -2.40 -3.82
C 3.02 3.09 -2.74
H -1.60 -2.95 0.27
C 0.29 3.23 -3.21
H -2.00 0.97 1.35
C 1.20 -3.20 0.45
C -4.28 2.01 -1.23
H -0.85 3.52 -0.33
H 3.89 -0.59 1.67
Tb 1.14 -0.79 0.40
C -0.63 -1.49 -2.82
C -1.38 -1.93 -5.05
S 2.87 1.06 -0.96
C -0.61 -2.90 2.19
O 4.28 1.27 -0.91
C -3.12 1.37 -1.64
H -1.95 -3.63 3.60
H 3.18 4.76 -4.07
H -3.20 0.46 -2.22
C -2.97 3.73 -0.19
N -1.45 -0.98 0.85
C 1.15 4.14 -3.82
C -1.63 -2.42 1.23
H -0.20 -4.26 5.30
C -1.88 1.91 -1.33
C 1.74 -2.79 2.89
C -0.90 -3.48 3.39
C 0.78 2.24 -2.38
H -2.90 -0.27 2.22
H -1.33 0.91 3.71
H -2.01 -0.82 0.01
H 2.11 -3.81 0.58
O 2.44 -0.29 -1.41
C 2.81 0.23 3.17
H 3.66 -2.28 3.56
H 4.08 3.02 -2.53
C -1.81 3.09 -0.59
N 0.78 -2.65 1.79
N 3.02 -0.80 2.14
H -0.92 -0.81 3.59
H 3.50 0.07 4.01
C 2.51 4.06 -3.60
C -1.51 -0.57 -5.28
H 3.05 1.19 2.72
C -1.90 0.00 1.85
H -0.27 -1.90 -1.87
H 0.42 -3.88 0.09
H -2.61 -2.59 1.69
C 0.06 -3.80 4.36
H -1.30 1.39 -4.47
O 2.14 1.35 0.30
H -0.78 3.32 -3.38
H -2.90 4.65 0.37
C -1.19 0.33 -4.28
H 0.47 1.37 2.25
C 2.16 2.19 -2.13
N 0.41 0.42 2.60
H 3.63 -2.74 1.85
H -1.84 -0.20 -6.24
*
```

- LUMO level (spin up / spin down): 0.08 / 0.08 eV
- Gap between HOMO and LUMO (spin up / spin down): 4.363 / 4.359 eV

These are the Mulliken partial charges, in e, on atoms 1 to 8: H 0.48; C -0.53; H 0.28; H 0.33; H 0.40; C 0.05; H 0.44; C -0.61

DFT total energy values, unit eV, following the record order: -126181.034, -172734.066, -86323.721.
ΔE to the lowest compared entry with this formula, charge and spin values, unit eV, following the record order: 0.373, 1.099, 0.388.